Entry from the Open Molecules 2025 dataset: one molecule with the formula C4H7F in a non-equilibrium geometry (ωB97M-V/def2-TZVPD).

Properties
Energy above the lowest of the compared OMol25 structures with the same formula, charge and spin: 58.60 kcal per mole
E_tot: -256.35047 Eh
LUMO energy: 0.982 eV
Gap between HOMO and LUMO: 10.57 eV
HOMO level: -0.352 Ha
SMILES string: C=C(C)CF

```
12
Properties=species:S:1:pos:R:3:lowdin_charge:R:1
C -0.1686 1.5646 0.0644 0.00
C -0.0984 0.2469 0.0313 -0.41
C -1.2555 -0.6660 -0.1128 -0.13
C 1.4081 -0.4897 0.1614 -0.17
F 2.5804 0.1474 -0.1621 -0.03
H -0.9795 2.3710 -0.2935 0.11
H 0.7014 2.1199 0.1203 0.01
H -2.3772 -0.3111 -0.5366 0.14
H -1.5033 -1.0117 0.9637 0.09
H -0.7367 -1.5651 -0.7026 0.09
H 1.1820 -1.3235 -0.7369 0.14
H 1.2472 -1.0826 1.2032 0.15
```

Entry from the Open Molecules 2025 dataset: C4H7F2N as an isolated structure in a non-equilibrium geometry (ωB97M-V/def2-TZVPD).

Properties
Energy above the lowest of the compared OMol25 structures with the same formula, charge and spin: 45.57 kcal per mole
E_tot: -411.00158 Eh
LUMO energy: 0.986 eV
Gap between HOMO and LUMO: 11.22 eV
HOMO level: -0.376 Ha

```
14
Properties=species:S:1:pos:R:3:lowdin_charge:R:1
C 2.4773 0.4010 0.1724 -0.06
C 1.7155 -0.3851 -0.5089 -0.03
C -2.2646 0.4451 0.1402 -0.01
C -0.1026 -0.6304 0.0355 -0.50
N -0.8160 0.4409 -0.2541 0.02
F -0.4313 -1.8405 -0.5823 0.01
F -0.1707 -1.1104 1.3502 0.02
H 3.5109 0.5121 -0.3067 0.09
H 2.1077 0.6102 1.1902 0.08
H 1.9100 -0.9178 -1.4184 0.07
H -2.7345 -0.4960 -0.0716 0.09
H -2.3132 0.6863 1.1579 0.07
H -2.6695 1.0542 -0.5594 0.05
H -0.2190 1.2303 -0.3450 0.12
```

Entry from the Open Molecules 2025 dataset: one molecule with the formula C4H7F2N in a non-equilibrium geometry (ωB97M-V/def2-TZVPD).

Properties
Energy above the lowest of the compared OMol25 structures with the same formula, charge and spin: 65.12 kcal per mole
E_tot: -410.97041 Eh
LUMO energy: 0.970 eV
Gap between HOMO and LUMO: 11.24 eV
HOMO level: -0.377 Ha
SMILES string: C[C@@H]1C[C@H](F)N1F

```
14
Properties=species:S:1:pos:R:3:lowdin_charge:R:1
C -1.4787 0.6813 0.7854 -0.06
C -0.4312 0.3657 -0.2607 -0.34
C 0.0243 -1.0813 -0.4566 -0.04
C 1.4573 -0.5221 -0.3035 -0.35
F 2.3533 -1.1780 0.4917 0.04
N 0.9365 0.6764 0.2413 0.00
F 1.5423 1.9050 -0.2271 -0.05
H -0.8617 0.3210 1.6598 0.10
H -2.4169 0.1366 0.4289 0.10
H -1.9407 1.6755 1.1073 0.09
H -0.6665 0.7899 -1.2600 0.16
H -0.0268 -1.8274 0.3505 0.13
H -0.4066 -1.5492 -1.2429 0.08
H 1.9153 -0.3933 -1.3142 0.17
```

Entry from the Open Molecules 2025 dataset: one molecule with the formula C4H7F2NS in a non-equilibrium geometry (ωB97M-V/def2-TZVPD).

Properties
Energy above the lowest of the compared OMol25 structures with the same formula, charge and spin: 27.73 kcal per mole
E_tot: -809.25370 Eh
LUMO energy: 0.635 eV
Gap between HOMO and LUMO: 10.04 eV
HOMO level: -0.345 Ha
SMILES string: NC[C@]1(C(F)F)CS1

```
15
Properties=species:S:1:pos:R:3:lowdin_charge:R:1
N -1.7129 0.6397 -1.1654 0.01
C -1.0087 -0.5080 -0.4499 -0.23
C 0.1849 -0.0135 0.4181 -0.67
C 1.3012 0.6663 -0.4062 -0.40
F 1.2978 0.1751 -1.6217 0.10
F 1.0922 2.0100 -0.6138 0.04
C 0.5925 -1.0105 1.4375 -0.38
S -0.1156 0.5381 2.1383 0.86
H -0.9569 1.2458 -1.4768 0.04
H -2.1049 1.1276 -0.3607 0.06
H -1.7871 -1.0859 0.1041 0.13
H -0.7408 -1.1526 -1.2495 0.09
H 2.3091 0.4937 -0.0161 0.16
H 1.6718 -1.2051 1.7232 0.10
H -0.0226 -1.9207 1.5389 0.08
```

Entry from the Open Molecules 2025 dataset: a 2-piece molecular cluster, C4H7F3 overall in a non-equilibrium geometry (ωB97M-V/def2-TZVPD).

Properties
Energy above the lowest of the compared OMol25 structures with the same formula, charge and spin: 88.19 kcal per mole
E_tot: -456.09060 Eh
LUMO energy: 1.020 eV
Gap between HOMO and LUMO: 10.42 eV
HOMO level: -0.346 Ha
SMILES string: C=CCF.FCF

```
14
Properties=species:S:1:pos:R:3:lowdin_charge:R:1
C 0.0584 0.9802 -0.4835 -0.05
C 1.2250 1.1370 0.1291 -0.13
C 2.2286 0.0385 0.3009 -0.23
F 1.7768 -1.1423 -0.2568 -0.05
H -0.6389 1.8028 -0.5879 0.09
H -0.2269 0.0193 -0.8978 0.07
H 1.5138 2.0987 0.5494 0.10
H 3.1782 0.3083 -0.1801 0.12
H 2.4276 -0.1393 1.3646 0.11
F -1.8794 0.8302 -0.1729 -0.07
C -1.7731 -0.2950 0.5770 -0.25
F -1.3281 -1.3078 -0.2069 0.01
H -2.7635 -0.5560 0.9644 0.14
H -1.0475 -0.1187 1.3761 0.13
```

Entry from the Open Molecules 2025 dataset: a 2-piece molecular cluster, C4H7FINO overall in a non-equilibrium geometry (ωB97M-V/def2-TZVPD).

Properties
Energy above the lowest of the compared OMol25 structures with the same formula, charge and spin: 63.57 kcal per mole
E_tot: -684.04437 Eh
LUMO energy (spin up / spin down): -0.571 / -0.027 eV
Gap between HOMO and LUMO (spin up / spin down): 8.00 / 8.39 eV
HOMO level (spin up / spin down): -0.315 / -0.309 Ha

```
15
Properties=species:S:1:pos:R:3:lowdin_charge:R:1
C 1.3755 -0.2193 -0.3531 -0.69
C -0.4483 1.6975 0.1986 -0.16
C -1.0644 -1.4712 0.2806 -0.02
C 0.1452 0.5088 -0.5914 -0.67
N 1.8830 -1.0264 -1.3190 0.16
O 1.8622 -0.0485 0.7560 0.02
F -0.9435 -2.4715 -0.5798 -0.03
I -0.6879 0.6359 -2.4980 0.93
H 0.2332 1.7386 1.1089 0.10
H -0.2653 2.5882 -0.4351 0.07
H -1.3668 1.5394 0.5186 0.00
H -0.4021 -1.6640 1.0258 0.05
H -2.1479 -1.0617 0.2568 0.13
H 1.2988 -1.0236 -2.1033 -0.02
H 2.4484 -1.7605 -0.9428 0.12
```